1.
Entry from the OMol25 dataset: C14H23BiClI2N2O2P as an isolated structure (ωB97M-V with the def2-TZVPD basis set).

Positions of all 46 atoms, in Å:
H1 -1.623 -1.009 -1.507
C1 -1.883 -1.152 0.630
C2 -1.846 1.555 -5.902
H2 -2.080 -1.438 -5.485
C3 0.718 0.164 -6.168
P1 -0.627 0.530 -4.999
H3 -1.354 -2.279 4.876
Bi1 0.141 1.489 -2.450
C4 -0.231 0.003 1.882
H4 -2.107 1.099 -6.842
H5 1.186 -0.781 -5.876
H6 0.313 0.096 -7.197
I1 4.982 -1.189 -4.043
C5 0.793 -0.834 -3.088
C6 0.069 0.860 3.083
Cl1 -2.297 1.975 -1.989
C7 2.434 1.346 5.304
H7 0.435 2.210 5.210
H8 1.499 0.629 0.716
H9 0.423 -1.714 3.724
O1 -0.085 2.077 2.945
H10 1.327 -1.282 5.221
H11 -2.727 1.676 -5.263
N1 0.384 0.327 4.295
H12 2.813 1.785 6.232
H13 2.890 0.356 5.234
O2 1.612 -1.656 -3.235
I2 3.576 1.263 -3.620
H14 2.784 1.930 4.453
N2 -0.122 0.064 -0.484
C8 -0.779 -1.588 5.499
H15 -1.448 -0.798 5.845
H16 -1.787 -1.150 2.845
H17 1.483 0.954 -6.115
H18 -0.420 -2.157 6.365
H19 -2.010 -0.982 -3.743
C9 -1.237 -0.715 -0.518
H20 -2.801 -1.741 0.552
H21 -0.655 -1.825 -4.490
C10 0.404 -1.113 4.644
C11 0.477 0.284 0.709
H22 0.633 0.841 6.289
C12 -1.431 -1.071 -4.661
C13 -1.351 -0.824 1.889
C14 0.931 1.252 5.328
H23 -1.403 2.536 -6.096

Properties
E_HOMO in eV: -13.81
Net charge: +2


2.
Entry from the OMol25 dataset: C14H23BiClI2N2O2P as an isolated structure (ωB97M-V with the def2-TZVPD basis set).

Positions of all 46 atoms, in Å:
C1 3.295 0.567 0.331
H1 -2.609 -3.293 4.060
C2 -7.722 -1.846 2.234
H2 3.518 1.489 -2.406
H3 4.041 -0.762 -2.033
C3 -2.413 -2.415 3.447
I1 -2.525 3.856 -4.223
H4 -6.966 -3.833 2.585
H5 -0.008 -0.081 2.847
H6 3.244 -0.187 1.127
H7 -8.777 -2.124 2.258
C4 -0.441 1.579 -0.805
H8 -6.274 -1.218 4.792
H9 -7.403 -2.935 4.077
C5 -3.288 -2.004 2.435
H10 -3.533 -0.829 0.640
H11 2.551 -1.378 -2.806
H12 -3.633 -2.244 5.760
C6 -6.959 -2.846 3.078
Bi1 -0.518 -0.917 -0.499
H13 -5.216 -2.136 6.601
C7 -0.903 -0.697 2.711
I2 -1.887 5.571 -2.224
C8 -4.690 -2.571 2.252
H14 1.842 1.424 -3.058
C9 3.028 -1.146 -1.849
H15 -0.568 -1.876 4.456
H16 2.228 2.517 -1.685
O1 -5.060 -3.038 1.175
H17 4.294 0.562 -0.126
H18 -4.623 -0.791 4.220
O2 -0.983 2.438 -1.337
C10 -5.293 -1.625 4.504
H19 3.092 1.563 0.748
C11 -1.238 -1.686 3.620
H20 -7.626 -0.829 2.617
H21 -4.868 -3.502 5.517
C12 -4.715 -2.424 5.670
N1 -1.618 -0.526 1.553
P1 2.097 0.177 -0.988
C13 -2.870 -1.099 1.469
C14 2.451 1.546 -2.150
H22 -7.355 -1.885 1.209
Cl1 1.098 -2.294 0.822
H23 3.067 -2.049 -1.233
N2 -5.556 -2.460 3.309

Properties
E_HOMO in eV: -13.60
Net charge: +2


We obtain F_max values of 7.16; 5.21 eV Å⁻¹ for the records listed above, in that order.
We obtain Kohn-Sham gap values of 5.3; 4.9 eV for the records listed above, in that order.
We obtain lowest unoccupied orbital energy values of -8.462; -8.690 eV for the records listed above, in that order.